1.
This record from OMol25 describes 2 unconnected molecules or ions with the total composition ClFI2Si at a distorted geometry. The level of theory is ωB97M-V/def2-TZVPD.

Each line ends with the Löwdin charge.
Cartesian coordinates (Å):
F (0.213, -0.141, -1.533)  -0.290
Si (0.465, 0.263, -0.022)  -0.469
Cl (-0.065, -0.995, 1.266)  0.388
I (-4.430, 1.087, 3.977)  0.000
I (2.844, 0.835, -0.085)  0.372

LUMO (alpha / beta) (eV): -1.451 / -3.449
E_HOMO (alpha / beta) (eV): -10.10 / -8.20
Frontier orbital gap (alpha / beta) (eV): 8.65 / 4.75

2.
This record from OMol25 describes a molecular structure, C14H26N2PtS4 at a distorted geometry. The level of theory is ωB97M-V/def2-TZVPD.

Each line ends with the Löwdin charge.
Cartesian coordinates (Å):
Pt (-0.114, 0.164, 0.135)  0.545
C (0.196, -2.997, 0.617)  -0.474
C (0.759, -2.516, 1.943)  -0.478
S (1.280, -0.761, 2.035)  0.897
C (2.821, -0.724, 1.011)  -0.474
C (3.157, 0.684, 0.555)  -0.479
S (1.934, 1.519, -0.525)  0.900
C (2.111, 0.622, -2.133)  -0.471
C (0.896, 0.815, -3.023)  -0.479
S (-0.703, 0.187, -2.387)  0.907
C (-0.504, -1.646, -2.517)  -0.473
C (-1.494, -2.377, -1.628)  -0.477
S (-1.358, -2.096, 0.176)  0.907
H (-0.078, -4.049, 0.716)  0.102
H (0.919, -2.900, -0.192)  0.074
H (1.622, -3.119, 2.230)  0.105
H (0.005, -2.600, 2.727)  0.091
H (2.712, -1.409, 0.170)  0.074
H (3.628, -1.085, 1.652)  0.102
H (4.110, 0.693, 0.024)  0.105
H (3.237, 1.354, 1.414)  0.091
H (2.312, -0.432, -1.942)  0.074
H (2.980, 1.057, -2.632)  0.102
H (1.059, 0.343, -3.993)  0.105
H (0.706, 1.877, -3.185)  0.091
H (0.527, -1.923, -2.295)  0.074
H (-0.716, -1.902, -3.557)  0.102
H (-1.420, -3.454, -1.785)  0.105
H (-2.513, -2.063, -1.859)  0.092
N (-1.793, 1.403, 0.626)  -0.008
C (-2.243, 2.202, 1.341)  -0.244
N (-2.843, 3.077, 2.055)  -0.086
C (-3.762, 2.675, 3.110)  -0.123
C (-3.558, 3.552, 4.345)  -0.168
C (-3.681, 5.020, 3.957)  -0.194
C (-2.644, 5.364, 2.896)  -0.168
C (-2.852, 4.479, 1.667)  -0.123
H (-3.594, 1.623, 3.345)  0.131
H (-4.789, 2.800, 2.744)  0.140
H (-2.575, 3.359, 4.781)  0.121
H (-4.320, 3.286, 5.075)  0.122
H (-3.538, 5.649, 4.834)  0.120
H (-4.683, 5.216, 3.571)  0.122
H (-1.637, 5.221, 3.293)  0.121
H (-2.749, 6.402, 2.584)  0.122
H (-2.068, 4.648, 0.927)  0.131
H (-3.825, 4.710, 1.217)  0.140

LUMO (alpha / beta) (eV): -7.833 / -7.819
Charge: +2
E_HOMO (alpha / beta) (eV): -14.18 / -14.18
Frontier orbital gap (alpha / beta) (eV): 6.35 / 6.36

3.
This record from OMol25 describes a molecular structure, C30H75ClN5O14 at a distorted geometry. The level of theory is ωB97M-V/def2-TZVPD.

Each line ends with the Löwdin charge.
Cartesian coordinates (Å):
Cl (-1.749, 1.719, -0.136)  0.879
O (-2.735, 2.466, 0.650)  -0.223
O (-0.798, 2.634, -0.747)  -0.317
O (-1.109, 0.866, 0.817)  -0.516
O (-2.307, 0.979, -1.219)  -0.347
C (-4.038, 0.906, 2.882)  -0.079
O (-3.548, 2.225, 3.180)  -0.189
C (-2.581, 2.251, 4.187)  -0.164
C (-1.145, 2.379, 3.539)  -0.188
N (-1.108, 3.599, 2.796)  0.008
C (-0.034, 3.541, 1.789)  -0.221
C (0.151, 4.744, 0.822)  -0.164
O (-1.105, 5.012, 0.192)  -0.167
C (-0.885, 5.884, -0.942)  -0.122
H (-4.795, 0.975, 2.101)  0.089
H (-4.582, 0.479, 3.725)  0.084
H (-3.286, 0.224, 2.485)  0.074
H (-2.643, 1.285, 4.688)  0.105
H (-2.869, 3.074, 4.841)  0.120
H (-1.084, 1.592, 2.788)  0.025
H (-0.314, 2.288, 4.239)  0.109
H (-0.793, 4.318, 3.431)  0.111
H (0.005, 2.653, 1.158)  -0.120
H (0.830, 3.592, 2.452)  0.124
H (0.910, 4.459, 0.094)  0.125
H (0.530, 5.645, 1.303)  0.109
H (-0.529, 5.188, -1.702)  0.026
H (-0.231, 6.751, -0.854)  0.089
H (-1.803, 6.254, -1.399)  0.091
C (-0.624, -4.905, -5.107)  -0.099
O (-0.893, -3.768, -4.229)  -0.199
C (-1.298, -2.564, -4.931)  -0.209
C (-1.321, -1.412, -3.921)  -0.171
N (-1.428, -0.068, -4.636)  -0.034
C (-1.795, 1.043, -3.769)  -0.231
C (-1.835, 2.324, -4.606)  -0.206
O (-2.216, 3.513, -3.934)  -0.172
C (-1.421, 3.860, -2.782)  -0.101
H (-0.326, -5.761, -4.501)  0.080
H (0.094, -4.709, -5.904)  0.072
H (-1.507, -5.105, -5.714)  0.071
H (-2.284, -2.690, -5.379)  0.115
H (-0.629, -2.206, -5.713)  0.108
H (-0.451, -1.328, -3.271)  0.108
H (-2.238, -1.668, -3.389)  0.112
H (-0.487, 0.163, -4.922)  0.097
H (-1.175, 1.086, -2.874)  0.079
H (-2.797, 0.871, -3.375)  0.127
H (-2.604, 2.144, -5.356)  0.118
H (-0.856, 2.538, -5.036)  0.115
H (-1.289, 3.060, -2.054)  0.015
H (-1.815, 4.773, -2.336)  0.052
H (-0.419, 4.198, -3.046)  0.095
C (0.547, 1.561, 1.340)  -0.178
O (1.482, 0.801, 0.565)  -0.034
C (2.192, -0.168, 1.325)  -0.121
C (3.389, -0.783, 0.583)  -0.174
N (4.463, 0.166, 0.235)  -0.044
C (4.320, 0.961, -0.972)  -0.196
C (5.452, 2.011, -1.097)  -0.216
O (5.277, 2.792, -2.276)  -0.195
C (6.162, 3.904, -2.379)  -0.113
H (-0.151, 0.859, 1.795)  -0.004
H (0.026, 2.253, 0.679)  0.058
H (0.985, 2.068, 2.200)  0.136
H (1.539, -0.997, 1.598)  0.042
H (2.565, 0.250, 2.260)  0.139
H (3.013, -1.235, -0.335)  0.069
H (3.838, -1.582, 1.172)  0.135
H (5.244, -0.461, 0.105)  0.097
H (3.305, 1.358, -1.001)  0.112
H (4.433, 0.405, -1.903)  0.117
H (6.435, 1.539, -1.064)  0.114
H (5.451, 2.692, -0.245)  0.111
H (6.010, 4.517, -1.491)  0.080
H (5.831, 4.465, -3.253)  0.084
H (7.223, 3.682, -2.498)  0.079
C (1.377, 0.623, 4.556)  -0.077
O (1.006, -0.135, 3.421)  -0.207
C (-0.379, 0.198, 3.051)  -0.225
C (-0.848, -0.743, 1.977)  -0.158
N (-1.254, -2.124, 2.364)  -0.030
C (-0.085, -2.904, 2.832)  -0.193
C (1.125, -2.891, 1.898)  -0.189
O (0.788, -3.456, 0.640)  -0.164
C (1.941, -3.442, -0.180)  -0.075
H (1.122, 0.035, 5.438)  0.095
H (0.939, 1.620, 4.588)  0.065
H (2.465, 0.687, 4.543)  0.092
H (-0.499, 1.234, 2.734)  -0.041
H (-0.968, 0.048, 3.956)  0.154
H (-0.121, -0.817, 1.168)  0.132
H (-1.753, -0.317, 1.544)  0.117
H (-1.785, -2.542, 1.613)  -0.114
H (-0.397, -3.945, 2.912)  0.045
H (0.174, -2.522, 3.820)  0.119
H (1.813, -3.500, 2.486)  0.135
H (1.643, -1.932, 1.871)  0.043
H (1.662, -3.733, -1.192)  0.102
H (2.709, -4.128, 0.176)  0.092
H (2.467, -2.494, -0.297)  0.038
C (-1.358, -6.913, 1.192)  -0.120
O (-1.867, -6.127, 2.257)  -0.137
C (-1.639, -4.773, 2.012)  -0.236
C (-2.122, -4.209, 0.629)  -0.076
N (-1.651, -2.797, 0.475)  -0.083
C (-1.961, -2.224, -0.845)  -0.095
C (-1.275, -0.866, -1.063)  -0.233
O (0.101, -1.069, -1.442)  -0.170
C (0.965, 0.056, -1.212)  -0.079
H (-0.299, -6.810, 0.953)  0.093
H (-1.926, -6.797, 0.269)  0.076
H (-1.513, -7.971, 1.405)  0.080
H (-0.580, -4.520, 2.046)  0.062
H (-2.045, -4.200, 2.846)  0.134
H (-3.205, -4.232, 0.504)  0.129
H (-1.662, -4.777, -0.180)  0.105
H (-0.668, -2.631, 0.641)  0.086
H (-3.033, -2.226, -1.043)  0.126
H (-1.592, -2.849, -1.658)  0.100
H (-1.463, -0.252, -0.183)  0.059
H (-1.699, -0.296, -1.890)  0.053
H (0.928, 0.378, -0.171)  -0.190
H (0.639, 0.961, -1.725)  0.093
H (2.015, -0.108, -1.456)  0.072

LUMO (eV): 2.429
Charge: -1
E_HOMO (eV): -3.49
Frontier orbital gap (eV): 5.92

4.
This record from OMol25 describes a molecular structure, C2H2O4S2 at a distorted geometry. The level of theory is ωB97M-V/def2-TZVPD.

Each line ends with the Löwdin charge.
Cartesian coordinates (Å):
C (-0.765, 0.101, -0.456)  -0.027
C (0.109, 0.027, -1.230)  -0.025
O (1.641, 0.274, 2.310)  -0.555
O (-0.506, 0.897, 3.105)  -0.365
O (0.734, -1.718, 1.891)  -0.582
O (2.337, -2.290, 0.198)  -0.349
S (0.470, -0.155, 3.121)  0.918
S (2.145, -1.470, 1.397)  0.877
H (-1.590, 0.422, 0.120)  0.025
H (1.006, -0.262, -1.904)  0.083

⟨S²⟩: 2.01
2S+1: 3
LUMO (alpha / beta) (eV): -0.835 / -4.292
E_HOMO (alpha / beta) (eV): -8.62 / -10.85
Frontier orbital gap (alpha / beta) (eV): 7.79 / 6.56

ΔE to the lowest compared entry with this formula, charge and spin (computed, eV): 2.366 1.080 43.248 0.477